Record 1
65
Properties=species:S:1:pos:R:3 method="wB97M-V/def2-TZVPD" homo_lumo_gap_ev="3.85 / 6.59" e_lumo_ev="0.24 / -1.29" mol_weight_g_mol=501.394 spin_multiplicity=5 e_homo_ev="-3.6 / -7.9" s2=6.028 largest_force_ev_per_a=3.701 energy_ha=-1821.203158
C -1.01 2.57 -3.22
C -1.04 1.61 -2.17
N 0.09 1.30 -1.53
C 1.27 1.84 -1.87
C 1.36 2.83 -2.84
C 0.21 3.21 -3.52
C -2.31 1.03 -1.62
P -2.17 -0.26 -0.39
Rh 0.05 0.05 0.48
P 2.15 -0.17 -0.16
C 2.50 1.40 -1.11
C -0.04 -1.89 1.51
C -0.65 -1.81 2.75
C -0.65 -2.95 3.56
C -0.13 -4.16 3.08
C 0.37 -4.23 1.78
C 0.41 -3.09 0.96
O -2.11 -1.65 -5.87
O 1.86 -1.92 -4.08
H -1.92 2.89 -3.72
H 2.35 3.25 -3.05
H 0.26 4.01 -4.25
C -3.39 0.40 0.72
C -2.78 -1.85 -0.97
H 3.31 1.21 -1.83
H 2.84 2.18 -0.42
H -3.07 0.65 -2.27
H -2.90 1.82 -1.17
C 3.22 -0.13 1.33
C 3.10 -1.40 -1.13
H -1.09 -0.88 3.10
H -1.05 -2.89 4.57
H -0.10 -5.05 3.72
H 0.74 -5.16 1.37
H 0.77 -3.12 -0.06
H 1.18 -1.23 -4.22
H 1.47 -2.79 -4.36
H -1.40 -1.45 -5.25
H -2.74 -0.93 -5.69
H -0.75 -1.19 -0.32
H -4.31 0.34 0.14
H -3.49 -0.18 1.63
H -3.16 1.44 0.95
H -3.86 -1.75 -1.02
H -2.37 -2.08 -1.96
H -2.53 -2.65 -0.27
H 4.17 -1.11 -1.10
H 3.00 -2.37 -0.61
H 2.74 -1.52 -2.17
H 4.25 0.12 1.04
H 2.83 0.57 2.08
H 3.18 -1.15 1.74
C 1.34 2.70 3.23
C 0.24 1.72 2.82
C -1.02 1.84 3.68
C -0.11 1.91 1.34
H 1.00 3.72 3.01
H 2.24 2.53 2.62
H 1.64 2.60 4.29
H 0.62 0.68 2.95
H -1.51 2.82 3.51
H -1.76 1.08 3.44
H -0.81 1.73 4.76
H -1.10 2.36 1.22
H 0.60 2.59 0.84

Record 2
67
Properties=species:S:1:pos:R:3 method="wB97M-V/def2-TZVPD" homo_lumo_gap_ev=8.13 e_lumo_ev=-0.68 mol_weight_g_mol=411.440 e_homo_ev=-8.8 largest_force_ev_per_a=2.321 energy_ha=-1586.027596
C 0.96 2.69 0.03
C -0.28 1.88 -0.47
B -1.66 2.60 0.00
O -2.62 1.87 0.72
C -1.81 4.12 -0.45
C -2.47 4.38 -1.61
C -3.08 3.24 -2.43
N -4.43 2.91 -1.89
C -2.63 5.74 -2.13
C -2.10 6.77 -1.45
F -2.22 8.01 -1.95
C -1.41 6.56 -0.22
N -0.82 7.46 0.56
S -0.18 6.71 1.84
N -0.56 5.17 1.45
C -1.24 5.20 0.32
H 1.84 2.02 -0.01
H 1.18 3.52 -0.67
H 0.84 3.10 1.04
H -0.25 0.81 -0.19
H -0.28 1.97 -1.58
H -2.48 0.95 0.43
H -2.44 2.34 -2.47
H -3.21 3.56 -3.48
H -4.30 2.33 -1.06
H -4.79 3.80 -1.53
H -3.19 5.88 -3.06
C -3.65 -1.97 -1.16
C -2.25 -1.85 -0.55
C -1.29 -2.92 -1.05
C -1.68 -4.36 -0.71
C -1.85 -4.64 0.78
C -0.57 -4.43 1.59
H -4.13 -2.91 -0.89
H -4.29 -1.16 -0.79
H -3.61 -1.90 -2.25
H -2.32 -1.87 0.54
H -1.85 -0.86 -0.81
H -0.29 -2.71 -0.66
H -1.20 -2.84 -2.14
H -0.91 -5.03 -1.11
H -2.60 -4.62 -1.22
H -2.17 -5.68 0.91
H -2.65 -4.02 1.20
H 0.23 -5.08 1.21
H -0.73 -4.68 2.64
H -0.22 -3.40 1.54
C 5.15 -1.67 3.34
C 5.33 -2.42 2.02
C 5.13 -1.54 0.79
C 3.73 -0.93 0.65
C 2.59 -1.94 0.61
C 2.66 -2.89 -0.59
H 4.14 -1.27 3.45
H 5.34 -2.33 4.19
H 5.86 -0.83 3.41
H 4.65 -3.27 2.00
H 6.34 -2.83 1.99
H 5.37 -2.12 -0.10
H 5.86 -0.72 0.82
H 3.71 -0.33 -0.27
H 3.55 -0.23 1.47
H 1.64 -1.39 0.55
H 2.56 -2.52 1.53
H 2.65 -2.33 -1.53
H 1.81 -3.57 -0.59
H 3.57 -3.50 -0.56

Record 3
81
Properties=species:S:1:pos:R:3 method="wB97M-V/def2-TZVPD" smiles="CN(C)B(O)c1c(S)ccc2c1C(=O)C=CC2=O.COP(=O)(OC)OC.COP(=O)(OC)OC.COP(=O)(OC)OC" homo_lumo_gap_ev=6.60 e_lumo_ev=-2.65 mol_weight_g_mol=681.336 e_homo_ev=-9.3 largest_force_ev_per_a=8.745 energy_ha=-3454.031171
C 4.16 -3.97 -0.19
N 4.44 -2.66 -0.79
C 5.45 -2.92 -1.84
B 3.23 -2.01 -1.32
O 3.11 -0.66 -1.15
C 2.04 -2.74 -2.09
C 2.16 -2.77 -3.48
S 3.51 -1.99 -4.33
C 1.21 -3.39 -4.28
C 0.13 -3.98 -3.68
C -0.01 -3.97 -2.31
C 0.92 -3.33 -1.47
C 0.64 -3.36 0.01
O 1.33 -2.98 0.92
C -0.66 -3.97 0.44
C -1.51 -4.57 -0.37
C -1.25 -4.67 -1.80
O -1.96 -5.29 -2.56
H 5.09 -4.36 0.23
H 3.79 -4.67 -0.95
H 3.45 -3.91 0.63
H 5.00 -3.58 -2.59
H 6.25 -3.52 -1.40
H 5.83 -2.01 -2.29
H 3.80 -0.35 -0.56
H 3.33 -0.68 -4.07
H 1.29 -3.41 -5.36
H -0.63 -4.47 -4.27
H -0.88 -3.94 1.50
H -2.43 -5.01 0.02
C 3.80 0.49 4.35
O 3.79 1.49 3.32
P 2.33 2.25 3.01
O 2.22 2.77 4.42
O 1.57 0.81 2.78
C 1.84 0.04 1.60
O 0.97 3.12 2.52
C -0.20 2.98 3.32
H 4.64 0.72 5.00
H 2.88 0.48 4.92
H 3.96 -0.49 3.90
H 1.99 -0.99 1.88
H 2.75 0.39 1.10
H 1.00 0.12 0.92
H -0.09 3.54 4.25
H -0.42 1.93 3.53
H -1.02 3.40 2.74
C -8.26 -3.94 -2.44
O -7.53 -2.99 -3.23
P -6.88 -3.56 -4.61
O -8.03 -4.03 -5.41
O -6.06 -4.78 -3.89
C -5.12 -4.48 -2.85
O -5.71 -3.23 -5.69
C -5.43 -4.27 -6.63
H -9.21 -3.48 -2.19
H -8.43 -4.87 -2.96
H -7.70 -4.13 -1.52
H -5.28 -5.18 -2.04
H -5.25 -3.47 -2.47
H -4.11 -4.60 -3.23
H -6.22 -4.32 -7.39
H -5.33 -5.24 -6.14
H -4.49 -4.02 -7.11
C -0.30 10.74 3.40
O 0.94 10.20 2.92
P 1.09 8.58 2.96
O 0.01 8.07 2.09
O 0.73 8.45 4.56
C 1.52 9.16 5.51
O 2.22 7.42 2.98
C 1.75 6.10 3.29
H -0.66 11.44 2.65
H -1.05 9.97 3.56
H -0.12 11.27 4.33
H 0.84 9.63 6.23
H 2.12 9.94 5.05
H 2.17 8.47 6.04
H 1.24 5.68 2.43
H 1.10 6.10 4.16
H 2.63 5.49 3.50